1.
The following is a DFT calculation (ωB97M-V with the def2-TZVPD basis set) of a molecular structure, C26H26CoN10OPS3.

Geometry as ORCA input:
```
! RIJCOSX wB97M-V def2-TZVPD def2/J DEFGRID3
* xyz 1 2
Co -0.30155 0.75746 -0.63578
C -2.20709 0.57527 -5.77575
N -2.15925 0.31521 -4.34073
C -3.05060 -0.44888 -3.63820
C -2.65196 -0.41043 -2.33391
N -1.53561 0.37089 -2.23536
C -1.25147 0.79197 -3.45592
P 0.13445 1.89953 -3.85061
C 1.46216 0.95559 -3.04081
N 1.45219 0.60759 -1.76620
C 2.61890 -0.06308 -1.53006
C 3.34611 -0.10896 -2.68419
N 2.60601 0.53754 -3.63663
C 3.01416 0.77059 -5.01787
C -0.15692 3.03718 -2.46647
N -0.35979 2.67941 -1.19996
C -0.50666 3.83652 -0.48456
C -0.39902 4.89747 -1.33281
N -0.17586 4.38349 -2.57856
C -0.00335 5.16232 -3.79959
H -3.05539 0.04142 -6.19298
H -1.29695 0.22490 -6.25759
H -2.32988 1.63922 -5.96590
H -3.88061 -0.94131 -4.11388
H -3.09957 -0.87665 -1.47277
H 2.86594 -0.44994 -0.55542
H 4.30929 -0.53674 -2.90165
H 3.98046 0.30090 -5.17402
H 3.10396 1.83702 -5.21328
H 2.29404 0.33634 -5.70795
H -0.68213 3.82484 0.57593
H -0.45543 5.95687 -1.15503
H -0.07715 6.21528 -3.54552
H -0.77991 4.91830 -4.52118
H 0.97344 4.97318 -4.23944
N -0.48213 -6.06430 1.29512
C -0.18609 -5.49050 0.10999
O 0.13366 -6.12218 -0.87454
C -0.26155 -3.97730 0.03574
C -0.62925 -3.14097 1.07414
C -0.63069 -1.77006 0.87761
N -0.28650 -1.20717 -0.28755
C 0.05107 -2.02634 -1.29826
C 0.07685 -3.39672 -1.17812
H -0.40524 -7.06558 1.35920
H -0.73666 -5.55099 2.11703
H -0.92241 -3.50975 2.04698
H -0.91587 -1.09889 1.66879
H 0.31065 -1.54983 -2.23187
H 0.35920 -4.03045 -2.00655
S 3.09557 -1.37394 4.85245
C 1.79540 -0.54949 4.25921
S 1.76044 -0.09784 2.57395
C 0.20829 0.63206 2.77697
N -0.25262 0.54791 3.97039
N 0.63482 -0.09913 4.81618
C 0.19761 -0.17674 6.18673
C 0.94039 -0.82009 7.16989
C 0.46332 -0.85555 8.47423
C -0.73960 -0.26321 8.81279
C -1.47700 0.37245 7.82358
C -1.01922 0.41953 6.51923
S -0.63481 1.44445 1.48493
H 1.87728 -1.28980 6.93222
H 1.05262 -1.36058 9.22833
H -1.10046 -0.29482 9.83200
H -2.42311 0.83905 8.06474
H -1.59895 0.91642 5.75913
*
```

HOMO-LUMO gap (alpha / beta)   6.78 / 6.77 eV
Highest occupied orbital energy (alpha / beta)   -9.4450 / -9.4616 eV
Lowest unoccupied orbital energy (alpha / beta)   -2.66 / -2.69 eV
Relative energy (zero: lowest compared OMol25 entry of this formula, charge and spin)   46.6 kJ/mol

---

2.
The following is a DFT calculation (ωB97M-V with the def2-TZVPD basis set) of a single C26H26N4O2 molecule at a distorted geometry.

Geometry as ORCA input:
```
! RIJCOSX wB97M-V def2-TZVPD def2/J DEFGRID3
* xyz 0 1
C -5.75414 -2.50577 0.24378
C -4.44528 -3.23062 0.14266
C -4.41897 -4.62114 0.09970
C -3.21576 -5.29803 0.01544
C -2.02218 -4.60185 -0.02456
C -2.02686 -3.20997 0.01975
C -0.78720 -2.44940 -0.01520
C 0.52797 -2.92185 0.06143
C 1.33148 -1.79401 -0.00286
N 2.64857 -1.65490 0.05159
C 3.13280 -0.43094 -0.01225
C 4.59503 -0.30330 0.04125
C 5.38117 -1.37272 -0.38526
C 6.75911 -1.28985 -0.35054
C 7.37477 -0.14001 0.11740
C 6.60265 0.92171 0.55792
C 5.22258 0.84376 0.52093
C 2.30467 0.69828 -0.15757
C 0.92441 0.56784 -0.21372
N 0.06317 1.61240 -0.32191
C -1.23480 1.52308 -0.95513
C -2.31617 2.11608 -0.05585
C -1.96852 3.57738 0.27415
C -0.57030 3.63039 0.88866
C 0.45474 2.97321 -0.03746
O -2.01085 4.39030 -0.88394
C -3.31827 4.90369 -1.00002
C -3.92888 4.73438 0.40793
O -2.89904 4.14711 1.17194
N 0.45327 -0.71018 -0.12332
N -0.81549 -1.11602 -0.12275
C -3.24692 -2.53941 0.10152
H -6.22010 -2.70371 1.20902
H -5.61282 -1.43275 0.14303
H -6.43986 -2.84461 -0.53140
H -5.34788 -5.17290 0.13233
H -3.20840 -6.37805 -0.01968
H -1.08870 -5.13793 -0.09553
H 0.87177 -3.92834 0.16166
H 4.88543 -2.26218 -0.74110
H 7.35763 -2.12323 -0.68856
H 8.45254 -0.07327 0.14482
H 7.07889 1.81481 0.93636
H 4.63507 1.67104 0.89138
H 2.75712 1.66488 -0.28732
H -1.46494 0.47960 -1.16370
H -1.20310 2.09503 -1.89288
H -3.28064 2.06687 -0.56228
H -2.38146 1.55639 0.87709
H -0.30006 4.67204 1.05955
H -0.60800 3.11387 1.84736
H 1.42533 2.99024 0.45536
H 0.51090 3.55139 -0.96857
H -3.88754 4.34636 -1.75431
H -3.24281 5.94878 -1.30703
H -4.19153 5.68600 0.87396
H -4.81284 4.08544 0.38703
H -3.23533 -1.46043 0.13610
*
```

HOMO-LUMO gap   8.21 eV
Highest occupied orbital energy   -7.7334 eV
SMILES string   Cc1cccc(-c2cc3nc(-c4ccccc4)cc(N4CCC5(CC4)OCCO5)n3n2)c1
Lowest unoccupied orbital energy   0.47 eV
Relative energy (zero: lowest compared OMol25 entry of this formula, charge and spin)   183.3 kJ/mol

---

3.
The following is a DFT calculation (ωB97M-V with the def2-TZVPD basis set) of a molecular structure, C26H26N4O2Re at a distorted geometry.

Geometry as ORCA input:
```
! RIJCOSX wB97M-V def2-TZVPD def2/J DEFGRID3
* xyz 2 4
Re 0.00000 0.00000 0.00000
C 2.94770 0.06610 0.98550
C 3.20730 1.43870 0.34510
C 2.47690 1.56690 -0.95750
C 2.65530 2.67240 -1.78180
C 1.93550 2.73840 -2.97150
C 1.05190 1.71330 -3.29020
C 0.93660 0.65410 -2.40780
N 1.64610 0.55070 -1.26680
N 1.52640 -0.18680 1.37240
C 1.23020 0.62330 2.58730
C 0.30510 1.75430 2.23850
C 0.44780 3.02870 2.78040
C -0.43060 4.02760 2.37060
C -1.41560 3.72440 1.43860
C -1.49120 2.42430 0.96760
N -0.67130 1.43170 1.36620
C 1.43340 -1.63080 1.66030
C 0.00570 -1.99410 1.85170
C -0.41960 -3.25580 2.25140
C -1.78300 -3.46150 2.43100
C -2.66230 -2.41050 2.19950
C -2.13500 -1.19230 1.79950
N -0.81590 -0.95490 1.62740
H 3.27590 -0.69840 0.26570
H 3.61030 -0.05590 1.85410
H 2.92140 2.25490 1.01530
H 4.28350 1.53340 0.15450
H 3.33750 3.46780 -1.50480
H 2.05500 3.58690 -3.63820
H 0.46400 1.74010 -4.19960
H 0.25110 -0.16790 -2.59340
H 0.74890 0.04320 3.38560
H 2.14430 1.01920 3.04920
H 1.23500 3.24590 3.49250
H -0.33980 5.03470 2.76510
H -2.10670 4.47980 1.08420
H -2.23460 2.13170 0.23370
H 1.79940 -2.21650 0.80770
H 2.02270 -1.90430 2.54490
H 0.29170 -4.05400 2.42590
H -2.15620 -4.43030 2.74880
H -3.73110 -2.53180 2.32730
H -2.77750 -0.33930 1.60610
O -2.84680 0.69930 -1.83750
C -1.81750 1.44400 -1.90220
O -0.73080 1.26540 -1.26540
C -1.89240 2.65060 -2.81910
C -3.05440 2.92360 -3.55990
C -3.12460 4.03440 -4.40460
C -2.03160 4.89130 -4.52170
C -0.86970 4.63770 -3.79500
C -0.80190 3.52620 -2.95100
H -3.90800 2.25370 -3.46800
H -4.03380 4.22360 -4.96640
H -2.08520 5.75420 -5.17740
H -0.01340 5.29910 -3.87950
H 0.10580 3.32750 -2.38300
H -0.65210 -1.12900 -1.12900
*
```

HOMO-LUMO gap (alpha / beta)   7.41 / 6.76 eV
Highest occupied orbital energy (alpha / beta)   -13.9631 / -13.9805 eV
Lowest unoccupied orbital energy (alpha / beta)   -6.55 / -7.22 eV

---

4.
The following is a DFT calculation (ωB97M-V with the def2-TZVPD basis set) of a single C26H27ClN4O7 molecule.

Geometry as ORCA input:
```
! RIJCOSX wB97M-V def2-TZVPD def2/J DEFGRID3
* xyz 0 1
C 0.98666 -3.21527 -4.30602
O 0.97937 -3.28104 -2.90207
C 2.24411 -3.60312 -2.36006
C 2.20296 -3.39497 -0.84727
N 2.30784 -1.98025 -0.50810
C 3.46778 -1.52377 0.01534
O 4.35896 -2.26056 0.38360
C 3.58738 -0.00153 0.20280
O 3.22808 0.37098 1.53646
C 2.00915 0.83064 1.76136
O 1.14615 0.95169 0.92466
C 1.81489 1.21354 3.21435
C 0.44192 0.73885 3.69718
C -0.67129 1.09871 2.72844
O -1.41596 0.23912 2.30032
C -0.83800 2.52309 2.37102
C -1.34689 2.83162 1.10880
C -1.50963 4.14245 0.71079
C -1.18186 5.16458 1.59020
Cl -1.38683 6.80686 1.11049
C -0.69320 4.87899 2.85785
C -0.51594 3.56401 3.24120
C 1.28773 -1.16117 -1.06495
C 0.04488 -1.13763 -0.47445
N -0.21007 -1.81227 0.67603
N -0.99424 -0.48624 -1.08011
C -2.35304 -0.65399 -0.59041
C -2.80171 -2.09422 -0.59926
C -3.79773 -2.49670 0.28187
C -4.25350 -3.80247 0.27815
C -3.71100 -4.72398 -0.60145
C -2.71424 -4.33021 -1.47711
C -2.26367 -3.02171 -1.48145
C -0.82550 0.24825 -2.24117
O -1.73255 0.86127 -2.75918
N 0.43792 0.23969 -2.75831
C 1.54506 -0.46360 -2.28967
O 2.60289 -0.41581 -2.89199
H 1.26713 -4.17967 -4.74685
H -0.02555 -2.95750 -4.61293
H 1.68535 -2.44786 -4.65886
H 2.48915 -4.65257 -2.58359
H 3.01939 -2.96029 -2.79879
H 3.04617 -3.90259 -0.37653
H 1.25609 -3.78748 -0.46735
H 4.64222 0.25774 0.09659
H 2.97587 0.54806 -0.51330
H 2.61540 0.78482 3.81606
H 1.88048 2.30292 3.26514
H 0.44229 -0.34729 3.81441
H 0.21914 1.18225 4.66946
H -1.58426 2.02945 0.42910
H -1.88844 4.37152 -0.27252
H -0.45442 5.68376 3.53540
H -0.15594 3.35772 4.23786
H -0.94712 -1.44984 1.26651
H 0.61502 -2.11599 1.17017
H -2.98415 -0.06643 -1.26728
H -2.44707 -0.23339 0.41501
H -4.21726 -1.78029 0.97359
H -5.03034 -4.10237 0.96604
H -4.06310 -5.74489 -0.60241
H -2.28228 -5.04290 -2.16364
H -1.47970 -2.73582 -2.16655
H 0.56860 0.76945 -3.61268
*
```

HOMO-LUMO gap   8.03 eV
Highest occupied orbital energy   -8.1642 eV
SMILES string   COCCN(C(=O)COC(=O)CCC(=O)c1ccc(Cl)cc1)c1c(N)n(Cc2ccccc2)c(=O)[nH]c1=O
Lowest unoccupied orbital energy   -0.13 eV
Relative energy (zero: lowest compared OMol25 entry of this formula, charge and spin)   18.9 kJ/mol

---

5.
The following is a DFT calculation (ωB97M-V with the def2-TZVPD basis set) of 5 unconnected molecules or ions with the total composition C26H27ClO4S at a distorted geometry.

Geometry as ORCA input:
```
! RIJCOSX wB97M-V def2-TZVPD def2/J DEFGRID3
* xyz 0 1
O 3.20029 -1.21074 5.57441
C 3.84570 -0.18614 5.80980
Cl 5.63203 -0.43675 6.22676
C 3.22629 1.31272 5.81334
O 2.06285 1.44755 6.65645
S 0.63584 0.91562 5.93209
O 0.74856 0.80651 4.44201
O 0.38648 -0.69573 6.44136
H 4.04967 1.95319 6.30614
H 3.11130 1.73671 4.75945
H 1.03352 -0.90382 7.15232
C 2.65819 -0.02806 0.56146
C 2.20519 -0.52976 1.77855
C 2.42237 -1.86421 2.10586
C 3.10132 -2.69573 1.21960
C 3.55670 -2.19324 0.00448
C 3.33178 -0.86045 -0.32661
H 2.48573 1.01215 0.30477
H 1.68176 0.12001 2.47211
H 2.06351 -2.25617 3.05149
H 3.27489 -3.73534 1.47646
H 4.08673 -2.84149 -0.68590
H 3.68201 -0.47037 -1.27621
C -1.54936 2.57431 -0.75083
C -0.90065 1.84860 0.24325
C -0.07654 2.49980 1.15605
C 0.09127 3.87917 1.08072
C -0.56046 4.60564 0.08880
C -1.37725 3.95323 -0.82961
H -2.18936 2.06557 -1.46448
H -1.03675 0.77375 0.30648
H 0.43405 1.93260 1.92676
H 0.72996 4.38762 1.79530
H -0.43089 5.68145 0.03105
H -1.88075 4.51909 -1.60591
C 0.14532 -0.79729 -4.41325
C 0.54349 -0.75947 -3.08020
C 1.00065 -1.91628 -2.45691
C 1.06903 -3.10972 -3.16948
C 0.67427 -3.14684 -4.50337
C 0.20837 -1.99203 -5.12438
H -0.21425 0.10431 -4.89817
H 0.49668 0.17297 -2.52619
H 1.30406 -1.88729 -1.41734
H 1.43023 -4.01061 -2.68472
H 0.72913 -4.07711 -5.05930
H -0.10429 -2.02253 -6.16253
C -5.69027 -0.50594 -1.45323
C -4.34588 -0.81811 -1.62869
C -3.74137 -0.62303 -2.86653
C -4.47955 -0.10615 -3.92702
C -5.82303 0.20949 -3.75048
C -6.42981 0.00577 -2.51515
H -6.16213 -0.66133 -0.48887
H -3.76863 -1.21470 -0.79991
H -2.69438 -0.87281 -3.00475
H -4.00706 0.05056 -4.89092
H -6.39803 0.61399 -4.57702
H -7.47851 0.24682 -2.37937
*
```

HOMO-LUMO gap   8.86 eV
Highest occupied orbital energy   -9.0608 eV
Lowest unoccupied orbital energy   -0.20 eV

---

6.
The following is a DFT calculation (ωB97M-V with the def2-TZVPD basis set) of 2 unconnected molecules or ions with the total composition C26H27F8NO7 at a distorted geometry.

Geometry as ORCA input:
```
! RIJCOSX wB97M-V def2-TZVPD def2/J DEFGRID3
* xyz 0 1
C 1.81494 -6.32551 -0.06413
C 1.92547 -5.83352 1.43313
C 0.48253 -5.48048 1.98844
O -0.06110 -4.43478 1.15777
C -0.03463 -3.15855 1.78323
C 0.34668 -1.96411 0.76959
C 0.16847 -0.75075 1.72424
C 1.19274 -0.29719 2.68387
C 1.05449 0.83225 3.59199
N -0.07971 1.58981 3.59731
C -1.02637 1.21066 2.70617
C -1.05306 0.10050 1.76204
O 1.68063 -2.40601 0.41746
C 1.75829 -2.95456 -0.86228
O 2.71383 -3.33390 -1.43071
O 0.40497 -3.00266 -1.28773
C -0.30344 -1.90790 -0.64684
C -1.83295 -2.36559 -0.63217
C -2.38454 -2.88794 -2.01176
O -3.30873 -1.97373 -2.64940
C -0.13220 -0.73389 -1.67326
F 0.02737 -1.31758 -2.95713
F -1.35051 -0.01522 -1.79490
C 0.97264 0.32796 -1.61405
C 2.02528 0.58150 -0.66356
C 3.05074 1.64707 -0.79060
C 3.04014 2.51850 -1.95817
C 1.96724 2.28780 -2.94521
C 1.98703 3.21933 -4.21356
F 2.25467 4.50389 -3.76576
F 2.87479 2.81885 -5.16561
F 0.69164 3.26004 -4.70636
C 0.97459 1.25192 -2.79483
H 2.83567 -6.29908 -0.53056
H 1.43056 -7.37738 -0.10292
H 1.14592 -5.68631 -0.69750
H 2.34237 -6.66235 2.06419
H 2.58215 -4.91910 1.52014
H -0.19424 -6.37426 1.85113
H 0.47818 -5.19950 3.07372
H -1.07121 -2.93738 2.15957
H 0.75510 -3.11686 2.58235
H 2.14782 -0.88571 2.73180
H 1.88595 1.10891 4.27537
H -1.94676 1.85811 2.68753
H -1.91237 -0.08045 1.08041
H -2.50890 -1.55089 -0.24157
H -2.00274 -3.22171 0.08491
H -3.00382 -3.81480 -1.82821
H -1.60868 -3.18814 -2.75792
H -2.82484 -1.37691 -3.24278
H 2.10737 -0.07081 0.22663
H 3.83373 1.74451 0.00348
H 3.83008 3.29589 -2.06735
H 0.22534 1.15158 -3.62228
C -3.50599 5.63613 -0.76028
C -2.09840 5.14010 -0.49949
O -1.51231 5.83160 0.61656
C -1.84309 5.37450 1.82970
O -2.58198 4.45316 2.03389
C -1.10791 6.16678 2.91227
F -1.14057 7.49286 2.68613
F 0.18965 5.81608 2.98429
F -1.63165 5.97049 4.12968
H -3.51210 6.72017 -0.89119
H -3.91840 5.16897 -1.65558
H -4.16420 5.41229 0.08107
H -1.46727 5.35322 -1.36276
H -2.07442 4.06008 -0.34162
*
```

HOMO-LUMO gap   9.85 eV
Highest occupied orbital energy   -9.9185 eV
SMILES string   CCCOC[C@@]1(c2ccncc2)OC(=O)O[C@]1(CCO)C(F)(F)c1cccc(C(F)(F)F)c1.CCOC(=O)C(F)(F)F
Lowest unoccupied orbital energy   -0.07 eV
Relative energy (zero: lowest compared OMol25 entry of this formula, charge and spin)   0.0 kJ/mol

---

7.
The following is a DFT calculation (ωB97M-V with the def2-TZVPD basis set) of a molecular structure, C26H27FeI3N3OS2.

Geometry as ORCA input:
```
! RIJCOSX wB97M-V def2-TZVPD def2/J DEFGRID3
* xyz 1 1
Fe -2.41851 -0.96920 -1.84265
S -0.19194 -1.31291 -2.08208
C 0.43977 -1.09161 -0.55012
N 1.71995 -0.83788 -0.30844
C 2.18265 -0.55946 1.04764
C 1.51216 -1.52474 1.98810
N 0.06555 -1.40848 1.83560
C -0.70555 -1.52631 3.07986
C -0.53009 -0.29025 3.92763
C -0.83780 0.96468 3.40749
C -0.66446 2.09872 4.18190
C -0.18647 1.98973 5.48182
C 0.11766 0.74420 6.00444
C -0.05095 -0.39387 5.22620
C -0.49324 -1.20027 0.65251
S -2.15237 -1.09790 0.43266
C 2.70836 -0.61001 -1.37788
C 3.20484 0.81099 -1.36053
C 4.48007 1.11878 -0.90923
C 4.91420 2.43669 -0.88521
C 4.07039 3.44964 -1.31104
C 2.79371 3.14596 -1.76657
C 2.36193 1.83080 -1.79493
H 1.95340 0.47754 1.31202
H 3.26364 -0.68136 1.06668
H 1.75482 -1.28611 3.02201
H 1.81313 -2.55629 1.78010
H -0.32996 -2.40592 3.60697
H -1.74808 -1.70450 2.82112
H -1.22598 1.05546 2.39990
H -0.91029 3.06981 3.77477
H -0.05392 2.87688 6.08543
H 0.48925 0.65437 7.01587
H 0.18845 -1.36779 5.63638
H 2.23189 -0.84443 -2.32704
H 3.52383 -1.31972 -1.21961
H 5.14666 0.32611 -0.58900
H 5.91241 2.66986 -0.54170
H 4.40974 4.47630 -1.29879
H 2.13625 3.93158 -2.11230
H 1.36756 1.59751 -2.15597
C -1.60703 3.57974 -3.00672
C -1.27691 3.17111 -1.72219
C -1.49347 1.85735 -1.33172
C -2.06742 0.91523 -2.18559
C -2.40519 1.35921 -3.46726
C -2.16789 2.66301 -3.88356
H -1.43827 4.60174 -3.31813
H -0.84823 3.87926 -1.02359
H -1.21825 1.57295 -0.31912
H -2.86974 0.67651 -4.17923
H -2.43372 2.96728 -4.88788
I -4.98808 -0.58412 -1.48118
I -6.16280 1.02689 -3.22437
N -3.68011 -5.04777 -2.15942
C -2.67159 -4.17535 -2.12831
O -2.86419 -2.96994 -2.30576
C -1.29264 -4.74325 -1.92040
I -0.88877 -4.95386 0.16457
H -4.61946 -4.70358 -2.28038
H -3.53361 -6.03293 -2.02352
H -0.55204 -4.06065 -2.32258
H -1.18321 -5.73546 -2.34770
*
```

HOMO-LUMO gap (alpha / beta)   6.48 / 6.45 eV
Highest occupied orbital energy (alpha / beta)   -10.4507 / -10.4290 eV
Lowest unoccupied orbital energy (alpha / beta)   -3.97 / -3.98 eV